(1)
Below is a cluster of 3 separate species, C48H58FNO6S in total at a distorted geometry, with properties calculated with ωB97M-V with the def2-TZVPD basis set.

Calculated values
Largest force on an atom, eV/A: 7.6
LUMO, eV: -1.1187
SMILES string: CCCCCCCCCCCCCCCCCCCCNS(=O)(=O)F.O=C1c2ccccc2C(=O)c2ccccc21.O=C1c2ccccc2C(=O)c2ccccc21
Kohn-Sham gap, eV: 8.7

```
! RIJCOSX wB97M-V def2-TZVPD def2/J DEFGRID3
* xyz 0 1
C 0.6892 1.1532 2.7562
C 0.0467 -0.0974 1.8806
C 0.6143 -1.5628 2.3485
C 1.8974 -2.1177 1.4922
C 1.6696 -2.1973 -0.1302
C 0.6996 -3.4746 -0.5590
C 0.0468 -3.1755 -2.0539
C -1.5087 -2.6560 -2.0122
C -1.6240 -1.3064 -1.0579
C -3.1564 -0.6962 -0.9850
C -3.1424 0.9085 -1.3271
C -3.0543 1.7224 0.0959
C -2.0291 3.0122 0.0842
C -0.5375 2.6839 -0.5358
C -0.2864 3.7157 -1.7992
C 1.2807 3.6588 -2.2941
C 1.6265 2.2496 -3.1201
C 3.2664 2.2529 -3.3643
C 3.9028 0.7748 -3.6725
C 4.1244 -0.1791 -2.3561
N 4.9591 0.4292 -1.2536
S 4.0233 1.2853 -0.0610
O 4.3583 0.7470 1.3828
O 2.4889 1.1796 -0.2091
F 4.5774 2.9266 -0.0705
H 0.2638 1.0141 3.8589
H 1.8775 1.0854 2.7949
H 0.3053 2.2073 2.3921
H 0.1624 0.0726 0.7160
H -1.1202 -0.0865 2.0909
H -0.2699 -2.3430 2.3065
H 0.9487 -1.4597 3.4747
H 2.0768 -3.2407 1.8550
H 2.9070 -1.5507 1.7269
H 2.7368 -2.4322 -0.6099
H 1.3048 -1.2052 -0.6322
H -0.1313 -3.6453 0.2478
H 1.4253 -4.3925 -0.6948
H 0.6733 -2.3724 -2.6688
H 0.1282 -4.1825 -2.6504
H -2.2507 -3.4979 -1.6618
H -1.8106 -2.3162 -3.1109
H -0.8433 -0.5081 -1.4129
H -1.3435 -1.6599 0.0334
H -3.5670 -0.8540 0.1150
H -3.8284 -1.2597 -1.7860
H -2.3055 1.1705 -2.1021
H -4.1772 1.1659 -1.8187
H -2.8507 1.0176 1.0345
H -4.1399 2.1739 0.2887
H -2.4741 3.9445 -0.4921
H -1.8523 3.3058 1.2253
H -0.4596 1.5838 -0.9273
H 0.2985 2.9029 0.2669
H -1.0095 3.5452 -2.7093
H -0.4609 4.8155 -1.3788
H 2.0186 3.8004 -1.3793
H 1.5081 4.5297 -3.0676
H 1.2536 1.2992 -2.5084
H 1.0394 2.1925 -4.1549
H 3.7911 2.8554 -2.5080
H 3.4281 2.8965 -4.3567
H 4.8842 0.9010 -4.3014
H 3.1273 0.2217 -4.3912
H 3.0842 -0.6223 -1.9948
H 4.7356 -1.1295 -2.7425
H 5.3814 -0.3930 -0.7264
O -4.9461 5.5400 0.6339
C -5.3682 6.6537 0.9194
C -5.5110 7.0603 2.3324
C -5.1408 6.1719 3.3504
C -5.2351 6.5633 4.6867
C -5.6964 7.8391 5.0100
C -6.0824 8.7194 3.9978
C -5.9954 8.3269 2.6566
C -6.4227 9.2582 1.5936
O -6.8996 10.3501 1.8806
C -6.2616 8.8597 0.1812
C -6.6303 9.7501 -0.8359
C -6.4502 9.3955 -2.1736
C -5.9027 8.1549 -2.4992
C -5.5479 7.2603 -1.4872
C -5.7328 7.6114 -0.1436
H -4.7746 5.1764 3.1054
H -4.9430 5.8739 5.4758
H -5.7579 8.1487 6.0509
H -6.4464 9.7119 4.2580
H -7.0538 10.7223 -0.5892
H -6.7334 10.0898 -2.9619
H -5.7534 7.8824 -3.5417
H -5.1240 6.2924 -1.7500
O 5.1178 -9.5111 -1.6283
C 4.7084 -9.2053 -0.5152
C 4.7675 -7.8028 -0.0553
C 5.2763 -6.8143 -0.9079
C 5.2984 -5.4812 -0.4957
C 4.8129 -5.1313 0.7640
C 4.3219 -6.1170 1.6216
C 4.3049 -7.4562 1.2135
C 3.8002 -8.4943 2.1342
O 3.4450 -8.1972 3.2690
C 3.7227 -9.8928 1.6677
C 3.2116 -10.8800 2.5207
C 3.1030 -12.1987 2.0767
C 3.5025 -12.5348 0.7836
C 4.0256 -11.5552 -0.0632
C 4.1410 -10.2318 0.3818
H 5.6518 -7.0793 -1.8947
H 5.6896 -4.7142 -1.1606
H 4.8184 -4.0905 1.0803
H 3.9493 -5.8371 2.6056
H 2.8931 -10.6241 3.5299
H 2.7022 -12.9629 2.7390
H 3.4089 -13.5608 0.4342
H 4.3382 -11.8266 -1.0703
*
```


(2)
Below is a cluster of 11 separate species, C44H71ClN10O5 in total at a distorted geometry, with properties calculated with ωB97M-V with the def2-TZVPD basis set.

Calculated values
Largest force on an atom, eV/A: 6.0
LUMO (spin up / spin down), eV: -2.7104 / -6.5153
Kohn-Sham gap (spin up / spin down), eV: 6.9 / 3.0

```
! RIJCOSX wB97M-V def2-TZVPD def2/J DEFGRID3
* xyz 1 2
C -0.4070 -3.8458 -1.8298
C -0.9147 -2.3913 -2.0126
N -0.1197 -1.2982 -1.1284
C 1.4481 -1.4701 -1.0784
C -0.4047 0.1485 -1.7051
C -1.8536 0.3821 -2.1020
C -0.6522 -1.4669 0.3720
C -0.4139 -0.2334 1.2830
O 0.9787 0.0556 1.3250
C 1.3410 1.2853 1.8752
H 0.5804 -3.8972 -2.2885
H -1.0942 -4.5169 -2.3452
H -0.4597 -4.1355 -0.7803
H -1.9970 -2.3831 -1.8840
H -0.6744 -1.9931 -2.9984
H 1.6271 -2.3906 -0.5228
H 2.0225 -0.6424 -0.6624
H 1.6010 -1.4927 -2.1574
H 0.1889 0.3609 -2.5943
H -0.1493 0.9847 -1.0542
H -2.1990 -0.3272 -2.8541
H -2.0345 1.4183 -2.3879
H -2.6018 0.2991 -1.3138
H -0.4902 -2.4487 0.8169
H -1.7260 -1.5372 0.1985
H -0.9319 -0.4223 2.2233
H -0.8731 0.6546 0.8487
H 1.2725 1.3971 2.9573
H 0.7423 2.0786 1.4275
H 2.3559 1.5562 1.5845
Cl -5.1422 -1.3139 0.0797
O -4.5666 -1.7108 -1.1759
O -4.9869 0.1018 0.1573
O -6.5272 -1.8023 0.0277
O -4.3963 -2.0279 1.0402
C 5.2239 2.0845 3.4378
C 6.2208 3.2513 3.3675
C 5.9691 4.2671 2.2523
C 5.5236 3.7366 0.9638
N 5.0765 3.2997 -0.0470
H 5.1404 1.5556 2.4884
H 4.2450 2.4042 3.7950
H 5.6102 1.3207 4.1126
H 7.2122 2.8839 3.1022
H 6.4020 3.7369 4.3264
H 6.8326 4.8732 1.9783
H 5.2955 5.0680 2.5571
C -7.2340 1.8309 -5.1202
C -6.5477 0.4686 -4.8768
C -5.3916 0.6427 -3.8188
C -4.3161 1.5319 -4.2272
N -3.4541 2.2794 -4.5027
H -8.0083 1.8198 -5.8872
H -6.5073 2.5383 -5.5197
H -7.5480 2.3589 -4.2197
H -6.1971 0.2919 -5.8936
H -7.3161 -0.2958 -4.7615
H -4.9693 -0.3480 -3.6510
H -5.7654 1.0111 -2.8634
C 3.5527 -3.1774 -7.4404
C 4.7232 -2.6421 -6.6188
C 4.8813 -3.1048 -5.1742
C 3.5887 -3.3617 -4.4739
N 2.6343 -3.6015 -3.8802
H 3.3839 -2.8214 -8.4567
H 2.5762 -3.1335 -6.9582
H 3.6944 -4.2568 -7.4952
H 4.6212 -1.5591 -6.6880
H 5.6047 -2.7637 -7.2484
H 5.3685 -2.2841 -4.6476
H 5.3564 -4.0851 -5.2107
N 0.0072 3.6072 -2.7060
C -0.0086 4.0297 -1.3580
C 1.2384 3.9135 -0.8414
C 2.0421 3.3890 -1.8771
C 1.2943 3.1800 -3.0142
H -0.8385 3.4634 -3.2392
H -0.9106 4.2827 -0.8207
H 1.4913 4.2196 0.1630
H 3.1173 3.3054 -1.9346
H 1.6113 2.9788 -4.0269
N -1.6986 -2.7942 -5.9793
C -0.5556 -2.3144 -5.4274
C -0.5427 -0.9215 -5.5524
C -1.7636 -0.5096 -5.9299
C -2.4918 -1.7290 -6.2399
H -1.9715 -3.7657 -6.0234
H 0.1519 -2.9637 -4.9331
H 0.2576 -0.2467 -5.2867
H -2.1121 0.4995 -6.0929
H -3.4460 -1.9563 -6.6918
N -2.1059 4.1187 5.3848
C -2.2391 3.9904 3.9938
C -0.9929 3.9143 3.3483
C -0.0864 4.0517 4.3901
C -0.7575 4.0309 5.6310
H -2.9205 4.1463 5.9813
H -3.2586 4.0194 3.6387
H -0.7439 3.6633 2.3278
H 0.9912 4.0339 4.3208
H -0.2943 4.0290 6.6066
N 3.1026 0.0590 6.4366
C 1.9050 0.6992 6.5380
C 1.5528 0.7194 7.9333
C 2.6729 0.2084 8.6595
C 3.5662 -0.1285 7.6818
H 3.7049 -0.1048 5.6425
H 1.3167 1.0659 5.7098
H 0.6397 1.1035 8.3635
H 2.8845 0.1441 9.7166
H 4.5775 -0.4433 7.8929
N 1.3481 -3.2916 2.8915
C 1.3827 -4.1971 1.8652
C 0.4485 -5.2043 2.1446
C -0.2702 -4.7999 3.3398
C 0.2229 -3.5252 3.7493
H 2.0912 -2.6553 3.1429
H 2.1670 -4.1650 1.1233
H 0.2282 -6.0356 1.4912
H -0.9955 -5.4232 3.8416
H 0.0354 -2.8544 4.5747
N -3.3487 -0.6660 3.5212
C -3.2510 0.6285 4.0391
C -2.5864 0.5796 5.2409
C -2.3408 -0.7483 5.5621
C -2.9048 -1.5808 4.4641
H -3.7459 -0.9376 2.6332
H -3.6919 1.3725 3.3923
H -2.3033 1.4986 5.7326
H -1.9296 -1.1273 6.4860
H -2.9669 -2.6514 4.3365
*
```


(3)
Below is a structure of composition C12H29ClGdI2NOP2 at a distorted geometry, with properties calculated with ωB97M-V with the def2-TZVPD basis set.

Calculated values
Largest force on an atom, eV/A: 2.4
LUMO (spin up / spin down), eV: -7.2208 / -9.7230
Kohn-Sham gap (spin up / spin down), eV: 7.9 / 5.1

```
! RIJCOSX wB97M-V def2-TZVPD def2/J DEFGRID3
* xyz 2 8
I -3.9931 1.1363 1.8765
I -3.6709 -1.4780 1.6575
Gd -0.1302 0.2824 -1.5868
P -3.0903 -0.0747 -2.1158
C -4.7719 -0.0169 -1.3591
C -3.3279 1.3662 -3.2475
H -4.3744 1.3495 -3.6173
H -4.4175 -1.6834 -3.4431
H -2.6270 1.3508 -4.1035
H -2.6801 -1.6815 -3.9578
H -4.8133 0.8831 -0.7133
H -3.1742 2.3009 -2.6806
C -3.3606 -1.6313 -3.0921
H -5.5670 0.0616 -2.1450
H -3.1631 -2.5010 -2.4421
H -4.8234 -0.8815 -0.6901
P 2.8571 -0.0061 -2.0001
C 4.1165 -0.0253 -0.6276
C 3.5510 -1.4551 -2.8778
H 3.0975 1.4139 -3.9644
H 4.6770 1.1236 -3.1401
H 3.4901 2.2991 -2.4601
C 3.5963 1.3430 -2.9837
H 2.9977 -1.6613 -3.8055
H 4.6160 -1.2457 -3.1231
H 5.1009 0.1522 -1.0522
H 4.1109 -1.0048 -0.1426
H 3.4932 -2.3345 -2.2262
H 3.8363 0.7469 0.0900
Cl 0.1142 -0.2991 -3.9600
O 0.5092 -0.2868 0.3719
C 0.4837 -0.3445 1.6730
C 1.6540 -0.6082 2.5145
C 1.8607 0.5929 3.4456
C 1.0147 0.5845 4.7236
C -0.4736 0.8181 4.5075
C -1.0578 -0.2656 3.5885
N -0.6870 -0.0520 2.2204
H 1.4525 -1.5416 3.0502
H 2.5493 -0.7141 1.8908
H 2.9288 0.6154 3.7768
H 1.5909 1.5043 2.8803
H 1.1247 -0.3737 5.2439
H 1.3944 1.3576 5.3986
H -1.0275 0.8011 5.4524
H -0.6165 1.8166 4.0685
H -0.7148 -1.2794 3.9566
H -2.1725 -0.3211 3.6466
H -1.4828 -0.1329 1.5237
*
```